Molecular formula: C41H101N7O17
Method: DFT, wB97M-V/def2-TZVPD

```
166
Properties=species:S:1:pos:R:3:forces:R:3:lowdin_charge:R:1
C -1.316824 0.321341 2.495298 0.231 0.805 -1.847 -0.250
C -2.461209 -0.069609 1.583785 -1.254 -1.085 1.040 -0.221
O -3.573271 -0.559276 2.382577 0.639 0.447 -0.084 -0.087
O -1.654177 1.469890 3.262212 0.200 -0.319 0.735 -0.067
H -0.486411 0.484005 1.782605 0.161 0.397 0.473 0.117
H -0.980746 -0.461724 3.167790 -0.414 -0.091 0.201 0.119
H -2.184253 -0.887977 0.917251 0.062 0.127 -0.064 0.102
H -2.878019 0.766554 1.009395 0.648 0.146 -0.158 0.120
H -3.591729 0.085128 3.106432 -0.357 -0.319 0.040 0.071
H -1.902401 2.227911 2.726152 0.111 -0.213 -0.358 0.090
C 4.192345 -6.196810 4.078817 0.773 2.204 -1.354 -0.182
C 3.225238 -5.743966 2.998038 -0.732 -1.018 -0.090 -0.261
O 3.155018 -4.328991 3.045663 0.046 0.244 -0.132 -0.079
O 5.521311 -5.844248 3.610676 0.136 -0.981 0.112 -0.080
H 4.112807 -7.253373 4.283570 0.208 -0.077 0.290 0.098
H 4.080475 -5.496676 4.909695 -0.830 -0.836 0.609 0.117
H 2.245433 -6.225586 3.112605 -0.138 0.421 0.523 0.083
H 3.520600 -6.100216 2.004619 0.575 0.127 0.107 0.127
H 2.865072 -4.008584 2.185093 -0.016 0.031 0.115 0.084
H 5.602964 -4.895617 3.720821 -0.022 0.061 -0.107 0.062
C 0.193567 1.639801 8.876670 1.087 -0.776 -1.593 -0.210
C 0.499263 2.906258 9.617703 0.904 -0.663 1.565 -0.256
O 1.421855 3.778679 8.987429 -0.530 -0.049 -0.375 -0.051
O 1.413122 0.881488 8.738623 0.746 0.186 0.909 -0.119
H -0.059321 1.900038 7.842399 -0.820 -0.065 0.200 0.127
H -0.483165 0.958103 9.390231 -0.706 0.590 -0.005 0.120
H 0.999127 2.589255 10.547750 -0.434 -0.022 0.159 0.124
H -0.420745 3.404913 9.915446 0.049 0.348 -0.356 0.123
H 2.278049 3.348809 9.078944 0.010 0.051 -0.194 0.083
H 1.381834 0.184940 8.072455 -0.224 0.332 -0.318 0.032
C -0.534413 -4.541758 5.599090 0.164 0.455 1.300 -0.246
C 0.632339 -3.566571 5.613715 1.069 -0.960 -0.750 -0.253
O 0.124368 -2.359571 6.114236 -0.508 1.050 -0.130 -0.093
O -0.147696 -5.852751 5.270729 -0.383 -0.214 -0.407 -0.084
H -1.337178 -4.144409 4.971077 0.059 -0.056 -0.166 0.121
H -0.877613 -4.481920 6.646556 -0.383 -0.293 -0.283 0.094
H 1.113299 -3.584912 4.623256 -0.409 0.835 -0.194 0.111
H 1.479399 -3.895609 6.233873 -0.367 -0.395 0.357 0.107
H 0.646116 -1.559935 5.898418 0.073 -0.813 0.127 0.062
H -0.979456 -6.395967 5.302897 0.727 0.444 0.152 0.038
C -1.868939 -7.416070 9.322997 1.965 0.232 -0.837 -0.215
C -2.155247 -5.993920 8.911763 -0.492 -0.080 0.051 -0.272
O -3.494118 -5.672517 9.213238 0.422 -1.174 0.186 -0.060
O -2.434746 -8.379334 8.448049 -0.892 -0.279 0.081 -0.068
H -1.956633 -7.610570 10.393455 -0.839 -0.058 -0.059 0.127
H -0.796684 -7.561006 9.141614 0.042 0.079 0.048 0.125
H -1.947210 -5.846068 7.843399 -0.062 -0.394 -0.056 0.097
H -1.402028 -5.336143 9.370828 -0.427 -0.847 0.583 0.085
H -3.642941 -4.722331 9.046172 -0.030 0.202 0.077 -0.005
H -3.398630 -8.336452 8.509571 0.098 0.085 0.205 0.097
C -3.684985 -7.331843 5.373979 0.385 0.138 1.276 -0.186
C -4.298130 -5.967716 5.642352 -0.045 0.005 -2.083 -0.178
O -4.060495 -5.081991 4.526997 0.672 0.348 0.398 -0.085
O -2.288296 -7.364309 5.731394 -0.612 -0.195 -0.480 -0.120
H -3.802923 -7.613610 4.327448 -0.074 -0.147 -0.025 0.113
H -4.158689 -8.051366 6.046532 -0.362 -0.170 -0.393 0.126
H -3.806700 -5.530893 6.504359 -0.473 0.151 0.258 0.109
H -5.389562 -6.037834 5.653605 0.059 -0.246 0.987 0.125
H -4.269015 -5.530075 3.702245 -0.102 -0.090 0.089 0.054
H -2.207362 -7.976814 6.482701 0.321 0.246 0.143 0.066
C -2.576206 -2.723314 8.444943 2.241 2.142 1.768 -0.575
O -3.613138 -3.216762 8.834798 -0.749 0.313 -0.758 0.067
N -1.297571 -3.117291 8.818609 0.245 -0.361 -0.444 0.157
N -2.401294 -1.463638 7.928925 -0.790 0.072 -0.661 0.172
H -0.542488 -2.782603 8.232943 -0.097 -0.124 0.103 0.055
H -1.081158 -3.939512 9.350520 -0.402 0.326 -0.146 0.053
H -1.460068 -1.218691 7.700675 0.055 0.233 -0.223 0.071
H -3.113209 -0.826505 7.627049 -0.407 -0.443 -0.087 0.109
C 3.011999 -1.006798 5.509888 2.884 1.948 0.013 -0.604
O 2.201366 -0.544648 6.290734 -1.273 -0.417 -0.142 0.020
N 3.986484 -1.901347 5.908324 -1.306 0.498 -0.297 0.188
N 3.314492 -0.405000 4.291152 -0.294 -0.868 0.052 0.160
H 4.561375 -2.302865 5.196361 0.088 -0.566 0.065 0.092
H 3.750536 -2.378376 6.762440 0.285 -0.350 -0.213 0.063
H 4.258193 -0.526030 3.976255 0.097 -0.114 -0.187 0.089
H 2.930061 0.486885 4.039134 -0.409 0.012 0.391 0.103
C -1.961435 -10.067657 3.575206 0.869 0.651 -0.605 -0.009
C -0.975325 -10.922985 4.388756 -0.733 -1.054 -0.286 -0.514
C -0.548489 -12.181630 3.637998 -0.185 -1.555 -0.346 -0.169
C 0.295279 -11.874028 2.432840 1.459 0.336 1.114 -0.170
C 1.601175 -11.250349 2.962646 -0.587 0.348 -0.320 -0.142
C 1.364805 -10.009412 3.832513 0.325 0.635 -0.424 -0.484
N 0.276687 -10.281144 4.797910 -0.122 -0.125 0.201 -0.074
O 0.000793 -9.173302 5.651330 0.249 -0.007 -0.973 -0.009
C 2.625391 -9.756765 4.670630 -0.440 -0.482 1.059 -0.036
C 1.241937 -8.805312 2.851118 0.271 -0.032 -0.117 -0.034
C -1.739398 -11.421422 5.614832 0.208 0.510 0.812 -0.031
H -2.383721 -9.327302 4.249827 -0.138 0.100 -0.202 0.047
H -2.750496 -10.614231 3.057960 -0.056 -0.344 0.440 0.096
H -1.437892 -9.548825 2.759133 -0.040 0.162 0.211 0.070
H -0.020639 -12.861711 4.320016 0.369 0.443 0.104 0.127
H -1.359167 -12.858255 3.335131 -0.570 0.730 0.081 0.122
H -0.257134 -11.172117 1.807578 0.256 -0.251 -0.501 0.105
H 0.718320 -12.742655 1.928102 -1.001 -0.222 -0.466 0.116
H 2.171717 -10.990321 2.066622 0.418 0.232 0.340 0.121
H 2.162502 -11.992577 3.532825 -0.100 -0.116 -0.051 0.118
H 2.492724 -9.079509 5.518976 -0.385 0.318 -0.373 0.084
H 2.819060 -10.706393 5.179839 0.582 0.043 -0.273 0.088
H 3.445613 -9.374244 4.073526 0.243 -0.432 -0.103 0.069
H 0.872803 -9.010603 1.840885 -0.882 -0.233 0.406 0.073
H 0.769235 -7.931509 3.305628 -0.038 0.070 -0.213 0.067
H 2.269529 -8.553273 2.575822 0.042 0.341 0.388 0.071
H -1.029555 -11.822965 6.342810 -0.139 -0.305 -0.141 0.096
H -2.498058 -12.150456 5.331809 0.162 -0.159 -0.059 0.088
H -2.267835 -10.627017 6.150653 0.118 0.141 -0.170 0.069
H -0.232337 -8.458111 5.032919 -0.096 0.107 0.435 0.062
C -2.090349 -5.495351 2.045233 0.179 0.038 0.752 -0.027
C -1.348157 -5.377391 0.709236 -1.472 -0.319 0.492 -0.487
C -1.131598 -6.795283 0.177107 0.085 -0.859 0.616 -0.135
C -2.378249 -7.527263 -0.308931 0.469 -0.350 -1.258 -0.181
C -2.975631 -6.646492 -1.389758 0.211 -1.282 -1.207 -0.175
C -3.378171 -5.265546 -0.887623 -1.566 -1.029 -0.425 -0.513
N -2.202619 -4.646080 -0.283108 0.500 0.805 -0.851 -0.057
O -2.564504 -3.304505 0.124304 0.442 -1.400 0.866 -0.022
C -3.891371 -4.535739 -2.125990 0.743 0.364 -1.715 -0.051
C -4.633360 -5.508866 -0.006532 0.077 0.016 0.549 -0.031
C -0.009827 -4.686223 0.909764 0.105 0.138 -0.988 -0.014
H -3.034980 -6.020510 1.952075 -0.156 0.259 -0.180 0.051
H -2.227786 -4.510789 2.506124 -0.251 -0.101 0.012 0.087
H -1.568802 -6.076716 2.813122 0.479 0.126 -0.234 0.087
H -0.425894 -6.830210 -0.657315 -0.002 0.367 0.000 0.125
H -0.682132 -7.407036 0.968838 0.163 0.333 0.095 0.101
H -3.106399 -7.939224 0.391057 0.120 0.613 0.487 0.107
H -2.013351 -8.430562 -0.813600 -0.001 -0.014 0.071 0.114
H -3.737957 -7.184209 -1.973413 -0.862 0.380 0.910 0.125
H -2.289107 -6.648664 -2.253359 0.663 0.851 0.599 0.127
H -4.369209 -3.555266 -2.119375 0.247 0.069 0.947 0.083
H -3.059702 -4.452914 -2.840545 0.048 0.208 0.200 0.088
H -4.604985 -5.148342 -2.686562 -0.048 -0.302 0.455 0.082
H -5.011960 -4.586472 0.439853 0.090 -0.055 0.102 0.090
H -5.448619 -5.952460 -0.579382 0.117 0.262 -0.386 0.088
H -4.450561 -6.261064 0.758526 0.007 0.229 0.219 0.048
H -0.090657 -3.624027 1.141853 -0.216 -0.040 0.048 0.083
H 0.490432 -4.784778 -0.058063 0.308 0.241 0.126 0.091
H 0.600752 -5.165058 1.674531 -0.193 -0.187 0.099 0.071
H -2.869367 -3.467634 1.037842 -0.219 0.661 -0.271 0.078
C 4.814769 -0.382913 12.054516 0.534 0.411 -0.975 -0.031
C 4.476496 -1.252670 10.837036 0.026 -0.768 0.668 -0.507
C 5.470536 -2.416622 10.783534 1.782 1.151 -1.149 -0.148
C 5.126392 -3.606067 9.902859 -0.753 -0.497 1.927 -0.171
C 3.746930 -4.121906 10.299237 0.496 0.129 -0.216 -0.141
C 2.683454 -2.988904 10.334960 -1.029 -2.009 -1.015 -0.493
N 3.161172 -1.856078 11.099788 0.272 -0.808 0.819 -0.103
O 2.127120 -0.947175 11.387365 0.305 0.305 -0.960 -0.001
C 2.245715 -2.588579 8.905314 -0.009 0.368 0.890 -0.004
C 1.534941 -3.704401 11.036091 -1.192 0.320 1.393 -0.055
C 4.595209 -0.419248 9.563763 -0.217 0.551 -1.380 -0.022
H 5.837368 -0.013096 11.923540 -0.079 0.151 -0.127 0.086
H 4.832370 -0.904380 13.006792 -0.639 -0.111 -0.013 0.088
H 4.132926 0.462587 11.982201 0.046 0.100 0.731 0.081
H 6.383707 -2.016965 10.308041 -0.144 0.349 0.129 0.121
H 5.879644 -2.630165 11.772951 -0.747 -0.696 0.155 0.121
H 5.866804 -4.360149 10.181018 0.041 -0.159 -0.698 0.116
H 5.101055 -3.416913 8.829199 0.500 0.265 0.044 0.099
H 3.706494 -4.600688 11.280295 0.537 0.265 0.164 0.117
H 3.533324 -4.955325 9.619018 -0.748 0.398 -0.159 0.124
H 1.518778 -3.206176 8.380769 0.538 -0.766 0.098 0.069
H 1.674502 -1.661240 8.988624 0.531 0.325 -0.215 0.068
H 3.203153 -2.488259 8.404437 -0.403 0.410 -0.649 0.044
H 1.788115 -3.868384 12.090016 0.122 0.143 -0.067 0.092
H 0.576687 -3.174035 11.073323 0.240 0.315 -0.228 0.075
H 1.291083 -4.704402 10.667037 0.419 0.107 -0.531 0.083
H 5.230388 0.468511 9.639365 -0.094 -0.030 0.526 0.088
H 3.639106 -0.068456 9.161337 -0.039 0.086 0.350 0.062
H 5.048798 -0.930586 8.704124 -0.104 -0.455 0.287 0.074
H 1.977723 -0.459774 10.547996 -0.188 0.108 0.369 0.070
```
Positions in Å, forces in eV/Å.

Results
Highest occupied orbital energy   -8.35 eV
Net charge   0
2S+1   1
SMILES string   CC1(C)CCCC(C)(C)N1O.CC1(C)CCCC(C)(C)N1O.CC1(C)CCCC(C)(C)N1O.NC(N)=O.NC(N)=O.OCCO.OCCO.OCCO.OCCO.OCCO.OCCO
Energy   -89386.5969 eV
Kohn-Sham gap   8.4 eV